The following is a DFT calculation (wB97M-V/def2-TZVPD) of C17H22N4O2 in the gas phase.

Structure (ORCA input):
```
! RIJCOSX wB97M-V def2-TZVPD def2/J DEFGRID3
* xyz 0 1
C -3.53 -3.38 -0.55
C -3.53 -1.93 -0.18
C -4.45 -1.41 0.73
C -4.36 -0.05 1.02
C -5.29 0.61 1.99
N -3.45 0.72 0.45
C -2.61 0.14 -0.42
N -1.71 0.93 -1.04
C -1.51 2.30 -0.63
C -0.02 2.60 -0.48
C 0.70 1.34 0.01
C 2.17 1.64 0.33
O 2.77 2.60 -0.09
N 2.74 0.71 1.13
C 4.17 0.71 1.41
C 4.88 -0.33 0.60
C 5.29 -0.34 -0.69
C 5.85 -1.62 -0.92
C 5.73 -2.30 0.25
O 5.13 -1.53 1.18
C 0.65 0.26 -1.08
C -0.67 0.38 -1.87
N -2.61 -1.16 -0.74
H -2.71 -3.58 -1.23
H -3.43 -4.00 0.34
H -4.47 -3.63 -1.04
H -5.20 -2.04 1.19
H -5.19 0.15 2.97
H -6.32 0.48 1.66
H -5.06 1.66 2.06
H -2.04 2.44 0.31
H -1.95 2.97 -1.38
H 0.43 2.91 -1.42
H 0.13 3.41 0.24
H 0.20 0.98 0.92
H 2.22 -0.12 1.38
H 4.33 0.52 2.47
H 4.53 1.70 1.13
H 5.22 0.47 -1.39
H 6.29 -1.98 -1.83
H 6.02 -3.29 0.54
H 1.49 0.38 -1.77
H 0.72 -0.73 -0.62
H -1.00 -0.60 -2.22
H -0.54 1.04 -2.73
*
```

Results
Frontier orbital gap   8.768 eV
Maximum force   0.0175 Eh/bohr
Lowest unoccupied orbital energy   0.747 eV
SMILES   Cc1cc(C)nc(N2CCC(C(=O)NCc3ccco3)CC2)n1
HOMO energy   -8.020 eV
Relative energy (zero: lowest compared OMol25 entry of this formula, charge and spin)   20.1 kcal/mol

The following is a DFT calculation (wB97M-V/def2-TZVPD) of C17H22N6O3 in the gas phase at a distorted geometry.

Structure (ORCA input):
```
! RIJCOSX wB97M-V def2-TZVPD def2/J DEFGRID3
* xyz 0 1
C 4.84 2.37 -1.01
C 3.86 1.74 -0.07
C 3.86 2.08 1.28
C 2.95 1.52 2.16
C 2.02 0.59 1.70
N 1.14 0.06 2.64
C -0.01 -0.61 2.47
N -0.47 -0.80 1.24
C -1.62 -1.45 1.08
N -2.07 -1.64 -0.17
C -1.54 -0.98 -1.33
C -2.58 0.00 -1.92
C -2.03 0.74 -3.16
C -3.15 0.56 -4.20
C -3.78 -0.75 -3.74
O -3.74 -0.71 -2.33
N -2.36 -1.98 2.05
C -1.95 -1.83 3.30
N -2.71 -2.37 4.25
C -0.74 -1.10 3.61
N -0.34 -0.89 4.91
O -0.99 -1.37 5.85
O 0.68 -0.22 5.15
C 2.03 0.24 0.36
C 2.93 0.80 -0.53
C 2.91 0.40 -1.97
H 5.47 3.08 -0.48
H 5.48 1.61 -1.46
H 4.33 2.89 -1.81
H 4.58 2.80 1.65
H 2.97 1.79 3.20
H 1.37 0.23 3.62
H -2.98 -2.06 -0.26
H -1.28 -1.72 -2.09
H -0.65 -0.43 -1.03
H -2.89 0.69 -1.14
H -1.82 1.78 -2.95
H -1.12 0.26 -3.51
H -2.78 0.52 -5.22
H -3.87 1.37 -4.11
H -4.82 -0.87 -4.05
H -3.20 -1.61 -4.12
H -3.54 -2.85 3.95
H -2.44 -2.26 5.22
H 1.32 -0.50 0.01
H 3.88 -0.01 -2.27
H 2.15 -0.36 -2.14
H 2.70 1.25 -2.61
*
```

Results
Frontier orbital gap   8.036 eV
Maximum force   0.0207 Eh/bohr
Lowest unoccupied orbital energy   -0.013 eV
SMILES   Cc1ccc(Nc2nc(NC[C@H]3CCCO3)nc(N)c2[N+](=O)[O-])cc1C
HOMO energy   -8.049 eV
Relative energy (zero: lowest compared OMol25 entry of this formula, charge and spin)   0.0 kcal/mol

The following is a DFT calculation (wB97M-V/def2-TZVPD) of a 2-piece molecular cluster, C17H22NO overall at a distorted geometry.

Structure (ORCA input):
```
! RIJCOSX wB97M-V def2-TZVPD def2/J DEFGRID3
* xyz 1 1
C 5.18 -2.54 -1.18
O 4.67 -1.18 -1.22
C 3.34 -0.97 -1.11
C 2.91 0.38 -1.19
C 1.58 0.68 -1.08
C 0.58 -0.32 -0.84
C -0.78 0.11 -0.78
C -1.95 -0.67 -1.01
C -3.21 0.01 -0.98
C -4.41 -0.68 -1.02
C -4.41 -2.08 -1.13
C -3.19 -2.76 -1.28
C -1.99 -2.07 -1.30
C 1.05 -1.66 -0.69
C 2.38 -1.99 -0.89
H 6.26 -2.41 -1.24
H 4.91 -3.04 -0.24
H 4.82 -3.12 -2.03
H 3.66 1.15 -1.33
H 1.25 1.72 -1.20
H -0.92 1.19 -0.78
H -3.21 1.11 -0.92
H -5.35 -0.14 -0.95
H -5.35 -2.63 -1.10
H -3.19 -3.85 -1.37
H -1.08 -2.60 -1.57
H 0.37 -2.45 -0.39
H 2.71 -3.04 -0.86
C 0.48 2.19 3.16
C -0.39 2.52 1.95
C -1.08 3.86 2.17
N -1.31 1.46 1.63
H 1.26 2.94 3.27
H -0.12 2.19 4.08
H 0.96 1.21 3.06
H 0.28 2.62 1.08
H -0.32 4.65 2.26
H -1.74 4.13 1.34
H -1.67 3.87 3.09
H -2.08 1.67 1.01
H -0.94 0.52 1.56
*
```

Results
Frontier orbital gap   6.125 eV
Maximum force   0.0387 Eh/bohr
Lowest unoccupied orbital energy   -5.537 eV
HOMO energy   -11.661 eV
Relative energy (zero: lowest compared OMol25 entry of this formula, charge and spin)   40.9 kcal/mol

The following is a DFT calculation (wB97M-V/def2-TZVPD) of C17H23BCl48InO as an isolated structure at a distorted geometry.

Structure (ORCA input):
```
! RIJCOSX wB97M-V def2-TZVPD def2/J DEFGRID3
* xyz -1 1
C -1.89 -3.49 -1.95
B -0.35 -3.48 -1.53
O 0.30 -4.77 -1.54
In 0.90 -1.68 -0.89
H -2.41 -4.16 -1.24
H -1.97 -4.01 -2.93
H -2.36 -2.51 -1.97
H 0.87 -4.72 -0.77
H 1.51 -2.01 0.79
H 0.00 -0.12 -0.96
H 2.38 -1.59 -1.93
C -1.66 -6.97 0.39
Cl -0.51 -7.85 1.40
Cl -2.40 -8.05 -0.80
Cl -2.91 -6.21 1.39
H -1.12 -6.19 -0.14
C -5.04 -10.67 -1.15
Cl -4.55 -10.97 -2.82
Cl -6.67 -10.01 -1.08
Cl -4.93 -12.16 -0.20
H -4.36 -9.95 -0.72
C -2.95 0.08 2.00
Cl -4.31 0.76 1.09
Cl -2.97 -1.68 1.92
Cl -1.41 0.70 1.39
H -3.04 0.38 3.04
C -3.28 4.24 1.91
Cl -4.90 4.48 1.27
Cl -2.19 5.50 1.30
Cl -3.30 4.24 3.68
H -2.91 3.28 1.57
C -2.02 9.03 2.59
Cl -3.64 9.26 1.94
Cl -0.92 10.28 2.00
Cl -2.05 9.01 4.36
H -1.66 8.07 2.25
C -5.62 -4.77 -2.31
Cl -6.09 -4.82 -4.02
Cl -4.35 -5.94 -1.99
Cl -5.08 -3.14 -1.87
H -6.48 -5.01 -1.71
C 5.75 -1.02 0.32
Cl 5.53 -0.94 -1.43
Cl 5.50 0.57 1.06
Cl 4.66 -2.19 1.04
H 6.77 -1.32 0.52
C -0.83 -4.12 4.40
Cl -2.21 -5.18 4.73
Cl -0.34 -4.23 2.71
Cl -1.21 -2.45 4.84
H 0.00 -4.45 5.02
C -6.88 3.67 -2.29
Cl -5.82 2.75 -1.22
Cl -7.59 2.62 -3.52
Cl -8.15 4.48 -1.36
H -6.29 4.42 -2.78
C 2.21 3.01 0.88
Cl 2.81 2.69 -0.75
Cl 0.59 3.71 0.83
Cl 2.22 1.52 1.83
H 2.87 3.72 1.35
C 3.12 0.91 5.37
Cl 1.88 -0.32 5.11
Cl 2.66 2.01 6.68
Cl 4.68 0.15 5.72
H 3.22 1.48 4.46
C -8.73 7.36 1.84
Cl -8.75 8.56 3.13
Cl -8.83 8.15 0.26
Cl -7.29 6.35 1.94
H -9.60 6.72 1.95
C 9.48 0.67 -1.95
Cl 9.99 -0.99 -2.27
Cl 9.00 1.47 -3.46
Cl 8.16 0.71 -0.78
H 10.32 1.21 -1.54
C 13.55 -2.53 -1.97
Cl 13.44 -1.14 -3.06
Cl 12.76 -2.18 -0.43
Cl 12.84 -3.96 -2.72
H 14.59 -2.72 -1.78
C -1.75 4.24 -2.47
Cl -1.17 3.94 -4.11
Cl -3.36 4.97 -2.50
Cl -1.74 2.75 -1.53
H -1.07 4.95 -2.00
C 5.97 3.49 -4.33
Cl 5.81 3.58 -6.09
Cl 5.70 5.07 -3.60
Cl 4.86 2.29 -3.66
H 6.98 3.17 -4.10
*
```

Results
Frontier orbital gap   5.870 eV
Maximum force   0.0366 Eh/bohr
Lowest unoccupied orbital energy   1.473 eV
HOMO energy   -4.397 eV

The following is a DFT calculation (wB97M-V/def2-TZVPD) of C17H23BIN4S2TeTi as an isolated structure.

Structure (ORCA input):
```
! RIJCOSX wB97M-V def2-TZVPD def2/J DEFGRID3
* xyz 0 2
Ti 1.44 0.94 -1.72
C 0.07 3.61 1.26
N 1.22 2.82 1.66
C 2.29 3.27 2.41
C 3.14 2.23 2.52
N 2.61 1.15 1.85
B 3.39 -0.23 1.95
N 2.82 -1.33 1.01
C 2.24 -2.49 1.47
C 1.99 -3.29 0.41
N 2.42 -2.61 -0.71
C 2.36 -3.09 -2.08
C 2.91 -1.41 -0.32
S 3.52 -0.18 -1.37
C 1.45 1.53 1.33
S 0.31 0.63 0.35
H 0.08 3.77 0.19
H 0.12 4.57 1.78
H -0.85 3.09 1.54
H 2.34 4.28 2.78
H 4.09 2.16 3.02
H 3.27 -0.64 3.08
H 4.53 0.00 1.66
H 2.07 -2.65 2.52
H 1.56 -4.27 0.34
H 2.18 -4.16 -2.05
H 3.31 -2.89 -2.58
H 1.56 -2.59 -2.62
C -5.00 -0.24 1.20
C -3.91 -0.26 0.16
C -3.16 -1.41 -0.07
C -2.16 -1.44 -1.04
C -1.37 -2.71 -1.21
C -1.90 -0.30 -1.80
Te -0.35 -0.33 -3.26
C -2.64 0.87 -1.58
C -2.38 2.15 -2.32
C -3.63 0.86 -0.60
H -4.95 -1.11 1.85
H -5.99 -0.24 0.72
H -4.94 0.65 1.82
H -3.36 -2.30 0.51
H -1.78 -3.51 -0.59
H -0.33 -2.55 -0.92
H -1.37 -3.05 -2.25
H -1.45 2.61 -1.97
H -3.19 2.86 -2.17
H -2.25 1.98 -3.39
H -4.21 1.77 -0.43
I 1.86 3.47 -2.33
*
```

Results
Frontier orbital gap (alpha / beta)   7.408 / 7.834 eV
Maximum force   0.0030 Eh/bohr
Lowest unoccupied orbital energy (alpha / beta)   -0.309 / 0.085 eV
HOMO energy (alpha / beta)   -7.717 / -7.749 eV
Relative energy (zero: lowest compared OMol25 entry of this formula, charge and spin)   0.0 kcal/mol

The following is a DFT calculation (wB97M-V/def2-TZVPD) of an isolated ion of composition C17H23BrN3O2 and charge +1 at a distorted geometry.

Structure (ORCA input):
```
! RIJCOSX wB97M-V def2-TZVPD def2/J DEFGRID3
* xyz 1 1
C 4.26 -1.60 1.21
C 4.19 -0.69 -0.17
O 5.32 -0.59 -0.89
O 2.90 -0.06 -0.50
C 3.07 0.89 -1.66
C 1.58 1.43 -2.20
C 1.17 2.89 -1.58
C -0.06 2.64 -0.51
C 0.60 2.45 0.97
C -0.31 1.73 2.11
N 0.27 1.63 3.53
Br 1.97 2.21 4.16
N -0.59 1.03 4.45
C -1.82 0.69 3.60
N -1.66 1.09 2.15
C -2.58 0.92 0.96
C -2.22 -0.51 0.23
C -0.76 -1.27 0.35
C -0.48 -2.73 -0.37
C -1.69 -3.48 -1.23
C -3.17 -2.76 -1.37
C -4.38 -3.51 -2.22
C -3.39 -1.29 -0.63
H 5.28 -2.20 1.33
H 4.07 -0.89 2.13
H 3.32 -2.33 1.16
H 3.75 1.75 -1.26
H 3.52 0.28 -2.56
H 1.57 1.56 -3.38
H 0.83 0.56 -1.96
H 0.76 3.65 -2.40
H 2.06 3.44 -1.01
H -0.68 1.73 -0.92
H -0.78 3.57 -0.48
H 1.66 1.91 0.86
H 0.87 3.54 1.37
H -2.78 0.18 4.05
H -3.68 0.80 1.39
H -2.63 1.84 0.23
H 0.13 -0.79 0.96
H 0.55 -3.30 -0.32
H -1.52 -4.53 -1.75
H -4.68 -2.96 -3.20
H -4.10 -4.65 -2.39
H -5.32 -3.50 -1.51
H -4.45 -0.77 -0.69
*
```

Results
Frontier orbital gap   6.782 eV
Maximum force   0.1646 Eh/bohr
Lowest unoccupied orbital energy   -4.489 eV
SMILES   CC(=O)OCCCCCc1n(Br)nc[n+]1Cc1cccc(C)c1
HOMO energy   -11.272 eV